Entry 1:
Molecular formula: C56H64F3N6O3
Method: DFT, ωB97M-V/def2-TZVPD

Last column: Löwdin charge in e.
CARTESIAN COORDINATES (ANGSTROEM)
C: -3.69633 -1.53790 -4.93257  -0.052
C: -3.73693 -2.41181 -3.67569  -0.389
C: -4.38366 -3.77213 -3.95750  -0.057
C: -4.42114 -1.69133 -2.50839  -0.120
C: -5.80886 -1.52200 -2.56666  -0.023
C: -6.51881 -0.93340 -1.51872  -0.033
C: -5.83063 -0.59906 -0.35251  -0.023
C: -4.44833 -0.78878 -0.24694  -0.120
C: -3.75047 -0.62620 1.10246  -0.375
C: -4.61370 -1.13351 2.26666  -0.062
C: -3.30263 0.81514 1.34599  -0.043
C: -3.71399 -1.15717 -1.40177  -0.068
N: -2.27408 -1.34724 -1.31562  0.063
N: -1.97844 -2.67161 -1.25533  0.224
N: -0.67103 -2.74877 -0.99955  0.037
C: -0.08220 -3.99611 -0.60822  -0.113
C: 0.04736 -5.03441 -1.55125  -0.131
C: -0.54995 -4.96477 -2.96509  -0.373
C: -1.40466 -6.20322 -3.27967  -0.057
C: 0.56038 -4.78968 -4.01227  -0.049
C: 0.80989 -6.15114 -1.19176  -0.016
C: 1.40639 -6.22836 0.07213  -0.029
C: 1.17357 -5.23437 1.02643  -0.013
C: 0.37959 -4.13070 0.71281  -0.125
C: 0.00988 -3.13509 1.81853  -0.364
C: 1.22463 -2.30875 2.25344  -0.042
C: -0.58280 -3.87087 3.02786  -0.055
C: -0.08652 -1.48949 -0.98829  -0.086
C: 1.33662 -1.25315 -0.94491  -0.132
C: 1.79503 0.03959 -0.60065  -0.019
C: 3.08736 0.44557 -0.90736  -0.004
C: 4.02757 -0.53774 -1.20483  -0.104
C: 5.45650 -0.10558 -1.29917  -0.517
F: 6.31821 -1.11606 -1.57118  0.138
F: 5.63702 0.85437 -2.25664  0.129
F: 5.87408 0.46106 -0.11181  0.112
C: 3.66034 -1.87151 -1.38886  0.032
C: 2.30969 -2.21548 -1.32417  0.022
C: -1.06923 -0.57056 -1.20243  -0.089
C: -0.88033 0.86770 -1.49704  0.000
H: -3.20612 -0.58003 -4.71349  0.081
H: -3.12136 -2.04163 -5.72001  0.084
H: -4.71181 -1.33926 -5.30932  0.089
H: -2.70848 -2.59738 -3.34913  0.088
H: -4.37887 -4.38190 -3.04395  0.088
H: -5.42608 -3.66063 -4.29089  0.080
H: -3.81946 -4.30305 -4.73647  0.080
H: -6.34424 -1.87363 -3.45110  0.119
H: -7.60252 -0.79522 -1.59534  0.120
H: -6.39064 -0.21653 0.50258  0.118
H: -2.85294 -1.26275 1.04573  0.112
H: -4.98875 -2.14305 2.05164  0.093
H: -4.00700 -1.17123 3.18142  0.084
H: -5.47032 -0.46633 2.44008  0.081
H: -2.56730 1.12966 0.59375  0.051
H: -4.16622 1.49813 1.30914  0.098
H: -2.82955 0.90127 2.33393  0.087
H: -1.20802 -4.08373 -2.98240  0.095
H: -2.19225 -6.31988 -2.52238  0.089
H: -1.88449 -6.10056 -4.26403  0.081
H: -0.77988 -7.11032 -3.28802  0.080
H: 1.16463 -3.89754 -3.78445  0.073
H: 1.22148 -5.67392 -4.01152  0.090
H: 0.13148 -4.67105 -5.01890  0.088
H: 0.95272 -6.96021 -1.92161  0.123
H: 2.05218 -7.07672 0.32440  0.119
H: 1.59573 -5.31017 2.03707  0.125
H: -0.75538 -2.45552 1.41300  0.114
H: 1.70865 -1.83040 1.39078  0.060
H: 0.92317 -1.51687 2.95647  0.087
H: 1.96183 -2.96727 2.74164  0.094
H: -1.36820 -4.57008 2.71197  0.092
H: 0.20919 -4.43299 3.54408  0.081
H: -1.02122 -3.15474 3.73482  0.086
H: 1.07402 0.73644 -0.17544  0.088
H: 3.37966 1.49839 -0.94657  0.133
H: 4.39281 -2.64637 -1.61707  0.134
H: 1.98064 -3.22268 -1.60266  0.109
H: -0.67013 1.01030 -2.59226  0.103
H: -1.76473 1.42728 -1.19814  0.065
C: 1.72912 5.64888 4.91268  -0.010
N: 1.99548 4.72629 3.83595  -0.038
C: 3.07449 3.88541 3.88134  -0.358
O: 3.86984 3.80265 4.81569  0.087
C: 3.09538 3.11852 2.56148  -0.160
C: 3.20484 1.59459 2.67986  -0.082
C: 4.31329 1.09284 3.60037  -0.230
C: 3.97104 0.36948 4.75220  -0.049
C: 4.96182 -0.05633 5.64124  -0.077
C: 6.31066 0.20374 5.36459  -0.082
C: 6.65878 0.89031 4.19460  -0.070
C: 5.66361 1.32840 3.30884  -0.041
N: 1.85481 3.55519 1.93518  0.000
C: 1.44708 2.98046 0.77677  -0.062
C: 0.30946 3.26606 0.07163  -0.079
C: -0.02451 2.62659 -1.20030  -0.143
C: -0.69498 3.60267 -2.16810  -0.188
C: -1.55896 4.62981 -1.76075  0.070
C: -2.04353 5.58521 -2.69005  -0.140
N: -2.65328 6.79288 -2.23746  -0.312
O: -3.05321 7.60388 -3.10790  0.067
O: -2.76169 6.99583 -1.00609  0.063
C: -1.76804 5.45636 -4.05607  0.020
C: -0.99503 4.37194 -4.45962  -0.041
C: -0.46732 3.45023 -3.54467  -0.015
C: 1.21453 4.69396 2.60360  -0.468
C: -0.26632 4.47821 2.96493  0.003
C: 1.40895 5.99005 1.80726  0.017
H: 2.42301 5.47005 5.74171  0.101
H: 1.83071 6.69247 4.58077  0.100
H: 0.70227 5.50529 5.26852  0.088
H: 3.94857 3.48778 1.95862  0.171
H: 2.24533 1.16974 3.03079  0.127
H: 3.39990 1.19798 1.66919  0.096
H: 2.91149 0.17613 4.95208  0.108
H: 4.67506 -0.58653 6.55101  0.104
H: 7.08675 -0.11870 6.06149  0.104
H: 7.70560 1.09971 3.96277  0.106
H: 5.92187 1.85665 2.38481  0.111
H: 2.17195 2.28787 0.33323  0.088
H: -0.28947 4.13064 0.36787  0.065
H: 0.91667 2.27257 -1.67920  0.110
H: -1.81233 4.78035 -0.71208  0.117
H: -2.22490 6.17037 -4.74354  0.129
H: -0.81662 4.24842 -5.52222  0.113
H: 0.11814 2.60033 -3.90794  0.120
H: -0.39665 3.54597 3.53121  0.103
H: -0.62201 5.31789 3.57658  0.087
H: -0.89341 4.43280 2.07612  0.061
H: 2.47667 6.25196 1.81818  0.103
H: 1.08248 5.83712 0.77262  0.081
H: 0.82099 6.78568 2.28338  0.093

Calculated values
Charge: +1

Entry 2:
Molecular formula: C56H66AsCsOP2S
Method: DFT, ωB97M-V/def2-TZVPD

Last column: Löwdin charge in e.
CARTESIAN COORDINATES (ANGSTROEM)
Cs: -0.43873 0.64546 0.97547  1.316
C: -1.45893 1.57182 3.95869  -0.107
C: -0.80372 2.60250 3.25181  -0.283
C: -1.66084 2.95226 2.15192  -0.334
C: -2.79404 2.12040 2.24749  -0.169
C: -2.68717 1.27481 3.36200  -0.280
C: -3.74447 0.31130 3.85493  -0.562
C: -5.08542 1.04414 4.01709  -0.050
C: -3.36252 -0.28202 5.21264  -0.064
C: -3.93915 -0.83017 2.84723  -0.054
C: -1.53718 3.97803 1.01984  -0.533
C: -0.33832 3.74599 0.07623  -0.116
C: -1.48131 5.41258 1.56852  -0.041
C: -2.77442 3.92222 0.10735  -0.067
C: 0.44660 3.23085 3.87625  -0.526
C: 1.48946 3.74811 2.87859  -0.057
C: 1.18254 2.19688 4.74831  -0.079
C: 0.02366 4.38375 4.80450  -0.038
H: -1.10869 1.12768 4.87852  0.089
H: -3.66703 2.15922 1.60999  0.085
H: -4.97490 1.87613 4.71446  0.089
H: -5.85535 0.36672 4.39967  0.078
H: -5.42991 1.44844 3.06339  0.075
H: -3.22514 0.51491 5.94553  0.086
H: -2.43676 -0.85863 5.14919  0.081
H: -4.15379 -0.94585 5.57049  0.079
H: -4.24067 -0.41689 1.88278  0.058
H: -4.72089 -1.52108 3.18067  0.084
H: -3.01121 -1.39356 2.71327  0.082
H: 0.61920 3.86939 0.57202  0.050
H: -0.38043 4.46955 -0.74339  0.086
H: -0.38146 2.74375 -0.35651  -0.031
H: -0.61146 5.57429 2.20139  0.051
H: -2.37358 5.60823 2.16574  0.095
H: -1.44386 6.13859 0.74942  0.082
H: -2.86373 2.94603 -0.37266  0.053
H: -2.68427 4.67949 -0.67622  0.086
H: -3.68727 4.12762 0.66689  0.091
H: 1.75112 2.96773 2.15881  0.063
H: 2.40086 4.03661 3.41001  0.084
H: 1.14002 4.62715 2.34119  0.061
H: 1.36661 1.28490 4.17795  0.031
H: 0.61234 1.93585 5.63883  0.079
H: 2.14000 2.60529 5.08592  0.082
H: -0.51106 5.15552 4.25212  0.067
H: 0.89493 4.84152 5.28765  0.082
H: -0.64539 4.00765 5.57978  0.088
O: -0.35191 -1.13616 -0.64015  -0.942
S: 0.65303 -2.07917 -0.09770  0.875
C: 1.93099 -2.26546 -1.38096  -0.333
C: 2.51414 -3.50285 -1.64125  -0.071
C: 3.65210 -3.59538 -2.42005  -0.056
C: 4.23631 -2.44251 -2.92631  -0.051
C: 3.63709 -1.21817 -2.70068  -0.090
C: 2.47423 -1.09671 -1.93590  -0.346
P: 1.56772 0.53210 -1.93702  1.114
C: 1.47654 0.52839 -3.79030  -0.342
C: 2.22358 1.32631 -4.65085  -0.083
C: 2.12885 1.14802 -6.02568  -0.080
C: 1.30034 0.17293 -6.55760  -0.086
C: 0.55157 -0.62723 -5.70420  -0.073
C: 0.63808 -0.44388 -4.33551  -0.114
C: 2.89528 1.76404 -1.66259  -0.379
C: 4.15673 1.49616 -1.14212  -0.107
C: 5.04566 2.53229 -0.88468  -0.086
C: 4.68086 3.84659 -1.12567  -0.078
C: 3.41355 4.12736 -1.62149  -0.069
C: 2.52885 3.09578 -1.88148  -0.126
C: 0.00429 -3.75048 -0.03087  -0.359
C: 0.82916 -4.53171 0.78940  -0.126
C: 0.63115 -5.88580 0.93908  -0.066
C: -0.42887 -6.47789 0.26186  -0.060
C: -1.29083 -5.69302 -0.47386  -0.119
C: -1.12673 -4.30359 -0.63719  -0.323
P: -2.72457 -3.65124 -1.33341  1.145
C: -2.63728 -4.37170 -3.02026  -0.399
C: -1.45345 -4.68667 -3.68307  -0.097
C: -1.49065 -5.20247 -4.97074  -0.082
C: -2.70622 -5.40539 -5.60773  -0.088
C: -3.89030 -5.09015 -4.95604  -0.081
C: -3.85418 -4.58146 -3.66709  -0.100
C: -2.74704 -1.87313 -1.76374  -0.388
C: -2.31363 -1.33808 -2.97056  -0.103
C: -2.47935 0.01320 -3.22975  -0.070
C: -3.12334 0.82968 -2.31100  -0.069
C: -3.62199 0.28973 -1.13351  -0.085
C: -3.42776 -1.05479 -0.85911  -0.119
H: 2.07809 -4.40542 -1.23874  0.098
H: 4.08664 -4.56451 -2.62705  0.111
H: 5.13677 -2.50235 -3.52368  0.111
H: 4.06614 -0.32974 -3.14508  0.112
H: 2.88829 2.08537 -4.26074  0.098
H: 2.71413 1.77476 -6.68745  0.104
H: 1.24169 0.03343 -7.62929  0.102
H: -0.09596 -1.39813 -6.10551  0.106
H: 0.06756 -1.06975 -3.66212  0.076
H: 4.45602 0.47606 -0.93428  0.089
H: 6.02829 2.31224 -0.48535  0.108
H: 5.37574 4.64977 -0.91840  0.104
H: 3.11476 5.15360 -1.79356  0.109
H: 1.53516 3.31608 -2.25802  0.106
H: 1.65552 -4.04362 1.29627  0.098
H: 1.27681 -6.46979 1.58068  0.111
H: -0.60942 -7.54165 0.34417  0.111
H: -2.16241 -6.15169 -0.92872  0.103
H: -0.50081 -4.52293 -3.19185  0.102
H: -0.56781 -5.44689 -5.48242  0.103
H: -2.73163 -5.81132 -6.61091  0.102
H: -4.84141 -5.24942 -5.44769  0.104
H: -4.77609 -4.33874 -3.15047  0.103
H: -1.85694 -1.98224 -3.71133  0.096
H: -2.11261 0.42889 -4.16046  0.107
H: -3.26528 1.88014 -2.53225  0.107
H: -4.18609 0.90861 -0.44638  0.102
H: -3.81190 -1.49942 0.05087  0.081
C: 3.16789 -1.08802 4.15885  -0.318
As: 2.74436 -0.35720 2.38154  1.036
C: 3.89447 -1.63556 1.41968  -0.323
C: 4.03311 1.12165 2.47959  -0.312
H: 4.24426 -1.23730 4.25118  0.027
H: 2.66258 -2.04281 4.30447  0.020
H: 2.83524 -0.40173 4.93611  0.013
H: 4.91725 -1.57989 1.79450  0.029
H: 3.90032 -1.44744 0.34714  -0.009
H: 3.52553 -2.64996 1.58066  0.010
H: 5.05002 0.74052 2.58679  0.030
H: 3.79139 1.74010 3.34332  0.011
H: 3.97409 1.74363 1.58993  -0.006

Entry 3:
Molecular formula: C56H68BeN9O4
Method: DFT, ωB97M-V/def2-TZVPD

Last column: Löwdin charge in e.
CARTESIAN COORDINATES (ANGSTROEM)
Be: -3.16339 -0.59400 0.22072  0.908
C: 1.44388 -0.00519 -0.25633  -0.096
C: 0.34006 0.97919 0.15945  -0.450
O: -0.99811 0.57634 0.06583  -0.364
H: 1.34903 -0.29415 -1.30534  0.058
H: 1.48721 -0.91248 0.35668  0.039
H: 2.45471 0.38517 -0.09628  0.046
H: 0.50418 1.86102 -0.47958  0.083
H: 0.59826 1.38345 1.14898  0.061
N: -3.81734 1.35748 1.94540  0.044
C: -5.10171 1.58173 2.24335  -0.135
C: -5.52722 2.61063 3.11340  -0.039
C: -4.54318 3.29192 3.80631  -0.055
C: -3.19789 3.09628 3.49590  -0.033
C: -2.92971 2.11466 2.54486  -0.175
H: -5.78553 0.90640 1.74556  0.096
H: -6.59382 2.62210 3.28356  0.106
H: -4.77771 3.90983 4.66376  0.113
H: -2.42673 3.57639 4.08031  0.107
H: -1.88499 1.92923 2.32022  0.093
N: -2.39953 -1.28127 2.69987  0.042
C: -1.24395 -0.87412 3.24553  -0.121
C: -0.97392 -1.00860 4.59502  -0.041
C: -2.01230 -1.42407 5.40404  -0.054
C: -3.23795 -1.75838 4.85572  -0.051
C: -3.35220 -1.80053 3.47436  -0.144
H: -0.50678 -0.39951 2.60859  0.101
H: 0.01829 -0.83484 4.98255  0.086
H: -1.84130 -1.47337 6.47172  0.114
H: -4.09874 -2.02126 5.45450  0.109
H: -4.23530 -2.20014 2.99338  0.105
N: 4.62325 -4.72119 -0.41432  0.057
C: 5.43306 -5.06237 -1.43101  -0.139
C: 5.59924 -4.18513 -2.49093  -0.083
C: 4.88615 -2.99006 -2.58966  -0.095
C: 4.01584 -2.68197 -1.57002  -0.088
C: 3.90011 -3.59939 -0.52348  -0.153
H: 5.79168 -6.07653 -1.54237  0.105
H: 6.22573 -4.48805 -3.32089  0.102
H: 4.99180 -2.35710 -3.45997  0.105
H: 3.37682 -1.80869 -1.56721  0.086
H: 3.28616 -3.41247 0.34912  0.064
N: 4.76547 2.37196 0.42387  0.058
C: 4.58399 3.65272 0.01591  -0.157
C: 4.40999 4.04606 -1.29234  -0.070
C: 4.47064 3.05032 -2.25292  -0.080
C: 4.73863 1.75254 -1.83624  -0.099
C: 4.85314 1.40814 -0.53571  -0.169
H: 4.71684 4.29244 0.87921  0.099
H: 4.19659 5.02016 -1.71098  0.107
H: 4.16981 3.20823 -3.27958  0.106
H: 4.84879 0.97380 -2.58302  0.104
H: 5.07211 0.38874 -0.24746  0.103
N: 1.55523 1.78827 -4.95646  0.047
C: 0.69623 1.66100 -5.96741  -0.146
C: -0.65812 2.04038 -5.83157  -0.057
C: -1.05519 2.64585 -4.62532  -0.072
C: -0.12535 2.82136 -3.61090  -0.061
C: 1.14627 2.30898 -3.81402  -0.161
H: 1.05711 1.06088 -6.79209  0.101
H: -1.32087 1.90998 -6.67510  0.098
H: -2.09344 2.92662 -4.51016  0.097
H: -0.44918 3.27675 -2.68769  0.076
H: 1.90575 2.33266 -3.04139  0.084
N: 2.68760 -2.51155 2.51210  0.064
C: 2.70296 -1.30953 3.09304  -0.121
C: 2.62254 -1.21392 4.49356  -0.085
C: 2.36921 -2.32180 5.28548  -0.084
C: 2.36560 -3.57685 4.67799  -0.044
C: 2.48773 -3.56530 3.29131  -0.164
H: 2.89082 -0.43512 2.48351  0.099
H: 2.64353 -0.25418 4.99410  0.081
H: 2.26427 -2.21213 6.35672  0.110
H: 2.21880 -4.45829 5.28382  0.107
H: 2.42876 -4.55131 2.84118  0.103
N: -2.87001 -1.21144 -2.30323  0.041
C: -3.67284 -2.18550 -2.85594  -0.140
C: -3.42557 -2.76620 -4.07935  -0.053
C: -2.27555 -2.39751 -4.75151  -0.072
C: -1.46627 -1.42390 -4.26389  -0.070
C: -1.78211 -0.87519 -3.01936  -0.123
H: -4.59160 -2.43332 -2.34117  0.098
H: -3.96757 -3.63589 -4.42371  0.112
H: -1.92915 -2.97895 -5.59592  0.108
H: -0.54747 -1.21142 -4.79200  0.110
H: -1.09377 -0.08692 -2.73615  0.098
N: -4.25101 1.25453 -1.03447  0.031
C: -3.40355 2.20357 -1.48043  -0.130
C: -3.81567 3.43070 -1.93900  -0.054
C: -5.15182 3.72725 -2.00662  -0.044
C: -6.07450 2.70770 -1.75616  -0.037
C: -5.56304 1.50984 -1.23761  -0.140
H: -2.35723 1.91980 -1.45116  0.087
H: -2.99816 4.12443 -2.09249  0.096
H: -5.48180 4.73502 -2.22087  0.117
H: -7.10634 2.79923 -2.06019  0.108
H: -6.15640 0.63730 -0.99540  0.102
N: -2.20919 -3.03526 -0.00152  0.038
C: -2.90964 -4.15656 0.22768  -0.145
C: -2.29227 -5.37883 0.48684  -0.052
C: -0.93576 -5.38381 0.81262  -0.048
C: -0.24346 -4.18545 0.82831  -0.035
C: -0.91810 -3.06014 0.36692  -0.136
H: -3.95687 -4.19642 -0.04672  0.103
H: -2.88713 -6.27431 0.59409  0.107
H: -0.49992 -6.34849 1.03543  0.114
H: 0.82223 -4.14772 1.00313  0.085
H: -0.42619 -2.10495 0.21658  0.084
C: 2.02479 2.60545 3.64109  -0.008
C: 1.26812 3.22538 4.83602  -0.479
O: 0.37186 3.98116 4.57036  0.055
C: 1.80492 2.85628 6.20652  -0.003
H: 1.34204 2.30424 2.85069  0.054
H: 2.54728 1.69419 3.94097  0.039
H: 2.84757 3.27824 3.39464  0.096
H: 0.98785 2.37855 6.74573  0.090
H: 2.16828 3.77713 6.66001  0.095
H: 2.61612 2.16432 5.99954  0.061
C: 0.82727 5.48911 0.24738  -0.006
C: -0.57096 5.01287 -0.09923  -0.471
O: -1.02473 5.21271 -1.20408  0.043
C: -1.37304 4.32931 0.98116  -0.017
H: 0.79942 6.03557 1.19073  0.087
H: 1.09968 6.22509 -0.50718  0.085
H: 1.47712 4.61400 0.27029  0.078
H: -0.75585 4.41320 1.87946  0.070
H: -1.51311 3.26806 0.76853  0.054
H: -2.34522 4.74437 1.24406  0.094
C: 2.65355 -4.39736 -4.86862  -0.015
C: 1.21336 -3.97148 -4.57523  -0.450
O: 0.37132 -3.98696 -5.45191  0.056
C: 0.92233 -3.55145 -3.14076  -0.006
H: 2.73811 -4.73189 -5.90264  0.083
H: 3.02665 -5.10546 -4.13139  0.082
H: 3.33882 -3.54665 -4.90958  0.074
H: 0.82272 -2.46590 -3.12911  0.073
H: 1.82254 -3.79101 -2.57397  0.049
H: 0.08653 -4.07710 -2.68305  0.088

Calculated values
Charge: +1

no.,gap between HOMO and LUMO (eV)
1,6.88
2,5.66
3,5.98